[1]
C24H35AuN4O2Si2 | ωB97M-V with the def2-TZVPD basis set

Geometry as XYZ:
```
68
Properties=species:S:1:pos:R:3:mulliken_charge:R:1
Au -0.41 -0.02 1.09 1.162
C 2.91 -2.69 1.95 -1.128
C 3.86 -1.79 2.42 -0.560
C 3.53 -0.45 2.51 -0.852
C 2.26 -0.03 2.15 0.992
N 1.33 -0.93 1.72 0.234
C 1.66 -2.22 1.61 0.123
C 1.85 1.40 2.20 0.316
C 2.46 2.44 2.89 -0.901
C 1.83 3.68 2.87 -0.769
C 0.61 3.87 2.23 -0.942
C 0.06 2.79 1.56 0.428
N 0.72 1.64 1.54 0.034
C -1.26 2.73 0.87 0.999
C -1.96 3.85 0.50 -0.884
C -3.16 3.71 -0.19 -0.645
C -3.61 2.44 -0.51 -1.304
C -2.87 1.34 -0.10 -0.043
N -1.74 1.48 0.58 0.390
H 3.13 -3.74 1.85 0.508
H 4.85 -2.13 2.69 0.467
H 4.26 0.28 2.85 0.444
H 0.89 -2.88 1.23 0.499
H 3.37 2.29 3.44 0.459
H 2.28 4.50 3.41 0.465
H 0.11 4.83 2.28 0.469
H -1.57 4.83 0.73 0.491
H -3.72 4.58 -0.49 0.466
H -4.53 2.28 -1.06 0.524
H -3.17 0.34 -0.33 0.478
C -0.08 -3.20 -1.11 -0.999
Si -1.78 -2.72 -0.50 0.287
C -2.72 -4.28 -0.08 -1.230
C -2.69 -1.82 -1.86 -0.898
C -1.62 -1.73 1.11 -0.516
Si -3.12 -1.46 2.28 0.177
C -4.74 -1.14 1.39 -0.846
C -3.28 -3.02 3.29 -1.164
C -2.74 -0.03 3.44 -1.059
H -0.17 -3.63 -2.11 0.452
H 0.39 -3.97 -0.49 0.397
H 0.61 -2.35 -1.17 0.184
H -2.67 -4.97 -0.93 0.362
H -3.78 -4.09 0.12 0.327
H -2.31 -4.80 0.79 0.371
H -2.78 -2.51 -2.71 0.483
H -2.16 -0.94 -2.21 0.242
H -3.71 -1.55 -1.59 0.324
H -1.00 -2.37 1.75 0.094
H -5.02 -1.99 0.77 0.315
H -4.75 -0.25 0.76 0.247
H -5.53 -1.01 2.13 0.440
H -3.65 -3.86 2.69 0.337
H -3.99 -2.86 4.10 0.396
H -2.33 -3.32 3.74 0.342
H -2.76 0.94 2.94 0.251
H -1.77 -0.15 3.93 0.312
H -3.50 0.00 4.23 0.512
N 2.78 0.27 -3.89 -0.569
C 1.35 0.35 -3.63 -0.378
C 1.08 0.19 -2.14 0.301
O -0.01 0.29 -1.64 -0.482
O 2.16 -0.12 -1.43 -0.483
H 3.18 1.16 -4.15 0.210
H 3.01 -0.40 -4.61 0.224
H 2.89 -0.13 -2.11 0.484
H 0.81 -0.46 -4.13 0.298
H 0.89 1.28 -3.96 0.335
```

Computed properties:
2S+1: 1
energy relative to the best compared isomer or geometry (same formula, charge and spin): 0.0 kcal per mole
E_tot: -54948.09884 eV
HOMO-LUMO gap: 8.1004 eV
net charge: +2
E_HOMO: -14.83 eV


[2]
C24H35BBaN7 | ωB97M-V with the def2-TZVPD basis set

Geometry as XYZ:
```
68
Properties=species:S:1:pos:R:3:mulliken_charge:R:1
Ba 0.14 -0.06 0.01 2.251
C 1.79 1.22 3.43 -1.166
C 1.94 -0.30 3.61 1.503
C 2.67 -0.62 4.90 -1.880
C 0.59 -0.96 3.53 -0.367
C -0.15 -1.61 4.52 -0.987
C -1.33 -1.96 3.89 -0.416
N -1.29 -1.55 2.62 0.075
N -0.09 -0.93 2.38 0.129
B -2.47 -1.65 1.60 -0.024
N -2.09 -2.49 0.33 0.330
C -2.71 -3.59 -0.11 -0.413
C -2.11 -4.01 -1.28 -0.911
C -1.09 -3.08 -1.50 -0.424
N -1.08 -2.16 -0.53 -0.138
C -0.10 -2.99 -2.63 1.671
C -0.08 -4.26 -3.48 -1.920
C -0.37 -1.77 -3.50 -1.203
N -3.00 -0.24 1.20 -0.004
C -4.21 0.27 1.49 -0.448
C -4.29 1.55 0.99 -0.857
C -3.05 1.77 0.39 -0.471
N -2.27 0.69 0.52 0.103
C -2.50 2.99 -0.29 0.956
C -1.34 3.59 0.52 -1.073
C -3.57 4.04 -0.55 -1.787
H 2.75 1.72 3.47 0.421
H 1.32 1.49 2.48 0.103
H 1.15 1.63 4.22 0.343
H 2.54 -0.67 2.78 -0.316
H 2.13 -0.23 5.77 0.364
H 2.78 -1.70 5.04 0.435
H 3.66 -0.18 4.90 0.439
H 0.13 -1.80 5.54 0.506
H -2.21 -2.47 4.27 0.491
H -3.37 -2.23 2.15 -0.149
H -3.54 -3.99 0.45 0.492
H -2.37 -4.87 -1.87 0.470
H 0.89 -2.87 -2.18 -0.317
H -1.04 -4.40 -3.99 0.380
H 0.69 -4.20 -4.24 0.436
H 0.11 -5.15 -2.87 0.439
H -1.37 -1.82 -3.94 0.377
H -0.32 -0.83 -2.94 0.123
H 0.35 -1.69 -4.31 0.369
H -4.92 -0.33 2.04 0.484
H -5.13 2.22 1.05 0.453
H -2.10 2.67 -1.26 0.166
H -1.68 3.86 1.52 0.338
H -0.52 2.88 0.66 0.054
H -0.94 4.48 0.04 0.412
H -3.97 4.42 0.39 0.356
H -3.16 4.88 -1.10 0.424
H -4.40 3.62 -1.13 0.421
C 6.52 -2.80 -1.43 -1.429
C 5.16 -2.18 -1.27 1.039
C 4.64 -1.30 -2.22 -0.554
C 3.39 -0.75 -2.03 -0.757
N 2.63 -1.00 -0.96 0.004
C 3.13 -1.84 -0.04 -0.318
C 4.37 -2.44 -0.15 -0.959
H 6.91 -2.64 -2.43 0.368
H 6.47 -3.87 -1.24 0.360
H 7.23 -2.37 -0.72 0.318
H 5.21 -1.06 -3.11 0.378
H 2.98 -0.07 -2.77 0.437
H 2.50 -2.07 0.82 0.633
H 4.72 -3.11 0.62 0.436
```

Computed properties:
2S+1: 1
energy relative to the best compared isomer or geometry (same formula, charge and spin): 0.0 kcal per mole
E_tot: -37256.78070 eV
HOMO-LUMO gap: 8.9111 eV
net charge: +1
E_HOMO: -11.44 eV


[3]
C24H35BBrN4O5PS | ωB97M-V with the def2-TZVPD basis set

Geometry as XYZ:
```
72
Properties=species:S:1:pos:R:3:mulliken_charge:R:1
C 3.39 -0.99 2.52 -1.413
C 3.10 -1.08 1.01 -0.020
N 3.05 0.25 0.36 0.880
C 2.61 0.13 -1.06 -1.333
C 1.54 1.14 -1.47 -0.821
N 0.16 0.97 -0.93 1.405
C -0.80 1.01 -1.99 -1.403
C -1.55 2.14 -2.24 -0.296
C -2.48 2.16 -3.26 0.845
C -3.32 3.42 -3.48 -1.020
P -4.63 3.46 -2.16 0.985
O -5.97 3.55 -2.74 -0.731
O -4.41 4.74 -1.19 -0.520
O -4.55 2.08 -1.32 -0.458
C -2.66 1.08 -4.09 -0.926
C -1.91 -0.06 -3.84 -0.664
C -1.01 -0.09 -2.81 0.916
S -0.03 -1.53 -2.40 -0.309
C -0.15 -1.46 -0.61 0.720
C -0.36 -2.61 0.16 -0.775
B -0.50 -4.06 -0.51 0.988
N -1.41 -4.28 -1.61 -0.654
O 0.23 -5.11 -0.01 -0.636
C -0.45 -2.41 1.55 1.088
C -0.69 -3.55 2.54 -1.556
C -2.04 -3.28 3.29 -0.718
N -3.04 -2.73 2.34 -0.503
C -0.37 -1.13 2.06 -1.179
C -0.17 0.01 1.30 1.137
C -0.17 1.33 2.06 -1.892
C 1.18 2.07 2.21 0.691
C 1.34 3.19 1.15 -0.909
Br 1.08 3.03 3.97 -0.180
C -0.04 -0.17 -0.08 -1.178
C 4.39 0.81 0.37 0.272
C 5.63 0.01 -0.05 -1.389
O 4.56 1.95 0.76 -0.545
H 4.10 -0.20 2.79 0.332
H 2.44 -0.72 3.00 0.264
H 3.71 -1.95 2.94 0.380
H 2.10 -1.52 0.92 -0.264
H 3.79 -1.80 0.53 0.569
H 3.50 0.38 -1.66 0.781
H 2.39 -0.92 -1.30 0.330
H 1.89 2.14 -1.20 0.429
H 1.50 1.12 -2.57 0.490
H -1.42 3.00 -1.59 0.558
H -3.89 3.30 -4.40 0.447
H -2.73 4.33 -3.42 0.402
H -5.29 5.16 -1.16 0.322
H -4.12 2.20 -0.46 0.326
H -3.38 1.09 -4.90 0.378
H -2.05 -0.94 -4.46 0.435
H -0.93 -4.35 -2.50 0.260
H -2.06 -3.50 -1.71 0.285
H 0.68 -4.84 0.80 0.380
H -0.77 -4.53 2.07 0.529
H 0.15 -3.57 3.25 0.285
H -2.43 -4.18 3.75 0.511
H -1.82 -2.48 4.02 0.241
H -3.97 -3.00 2.64 0.284
H -3.04 -1.72 2.46 0.141
H -0.48 -1.00 3.14 0.283
H -0.87 2.01 1.55 0.184
H -0.57 1.18 3.07 0.776
H 2.05 1.43 2.30 -0.033
H 2.38 3.32 0.84 0.108
H 0.69 3.04 0.28 -0.070
H 1.02 4.14 1.60 0.652
H 6.26 -0.18 0.83 0.354
H 5.40 -0.97 -0.49 0.357
H 6.23 0.57 -0.76 0.393
```

Computed properties:
2S+1: 1
E_tot: -132501.48018 eV
HOMO-LUMO gap: 8.7651 eV
SMILES: CCN(CCN1c2cc(CP(=O)(O)O)ccc2Sc2c(B(N)O)c(CCN)cc(C[C@@H](C)Br)c21)C(C)=O
E_HOMO: -8.54 eV


[4]
C24H35ClNO14 | ωB97M-V with the def2-TZVPD basis set

Geometry as XYZ:
```
75
Properties=species:S:1:pos:R:3:mulliken_charge:R:1
Cl -20.13 -2.11 -0.14 1.599
O -20.45 -1.27 -1.32 -0.791
O -19.27 -3.23 -0.49 -0.407
O -19.57 -1.31 0.91 -0.685
O -21.41 -2.53 0.23 -0.749
O -23.70 -6.64 -1.21 -0.585
C -22.72 -6.49 -0.60 0.437
O -21.54 -6.89 -1.05 -0.437
C -20.47 -6.54 -0.20 0.295
C -21.05 -6.20 1.10 -0.425
C -22.54 -5.97 0.75 0.055
H -19.76 -5.80 -0.58 -0.282
H -19.70 -7.31 -0.05 0.341
H -20.58 -5.27 1.41 0.229
H -20.95 -7.03 1.80 0.256
H -22.79 -4.92 0.63 -0.303
H -23.24 -6.38 1.48 0.433
O -13.73 0.10 1.45 -0.650
C -14.78 0.33 0.90 0.421
O -15.17 -0.50 -0.06 -0.295
C -16.45 0.06 -0.55 -0.019
C -16.59 1.45 -0.11 -0.703
C -15.72 1.52 1.17 -0.277
H -17.26 -0.51 -0.11 0.065
H -16.39 0.13 -1.64 0.299
H -17.61 1.77 0.10 0.352
H -16.13 1.97 -0.95 0.284
H -16.39 1.14 1.94 0.134
H -15.32 2.51 1.40 0.368
O -21.81 -4.02 -7.25 -0.666
C -21.47 -3.93 -6.03 0.355
O -22.20 -3.13 -5.20 -0.366
C -21.75 -3.19 -3.85 -0.178
C -20.53 -4.04 -3.80 0.454
C -20.36 -4.68 -5.24 -0.346
H -22.51 -3.74 -3.31 -0.067
H -21.53 -2.27 -3.30 0.330
H -20.68 -4.82 -3.04 0.036
H -19.72 -3.31 -3.71 -0.092
H -20.76 -5.69 -5.40 0.207
H -19.42 -4.57 -5.78 0.211
O -15.56 -6.31 -1.34 -0.606
C -15.73 -5.46 -2.18 0.405
O -15.83 -5.70 -3.49 -0.378
C -16.52 -4.62 -4.12 0.054
C -16.65 -3.48 -3.11 0.208
C -15.81 -3.96 -1.96 -0.007
H -17.55 -4.73 -4.45 -0.162
H -15.88 -4.24 -4.93 0.370
H -17.69 -3.19 -2.96 -0.441
H -16.14 -2.63 -3.56 0.324
H -16.32 -3.85 -1.00 -0.021
H -14.83 -3.50 -1.83 0.314
O -14.90 -2.44 5.57 -0.665
C -15.80 -2.79 4.85 0.558
O -15.65 -3.87 4.25 -0.329
C -16.74 -4.12 3.47 -0.465
C -17.80 -3.11 3.69 0.237
C -17.23 -2.16 4.70 -0.343
H -16.99 -5.14 3.77 0.239
H -16.37 -4.29 2.46 0.302
H -18.70 -3.49 4.19 0.258
H -18.18 -2.57 2.83 -0.211
H -17.69 -2.20 5.69 0.273
H -17.27 -1.18 4.24 0.170
N -24.29 -3.04 -0.82 0.381
C -25.08 -2.98 -1.90 -0.290
C -26.42 -3.10 -1.50 -0.809
C -26.35 -3.13 -0.10 -0.506
C -25.03 -2.89 0.31 -0.380
H -23.31 -2.81 -0.85 0.083
H -24.62 -2.85 -2.87 0.391
H -27.32 -3.12 -2.09 0.415
H -27.12 -3.22 0.66 0.400
H -24.58 -2.97 1.29 0.394
```

Computed properties:
2S+1: 1
E_tot: -68126.13444 eV
HOMO-LUMO gap: 8.1835 eV
net charge: -1
E_HOMO: -5.88 eV


[5]
C24H35InN2O | ωB97M-V with the def2-TZVPD basis set

Geometry as XYZ:
```
63
Properties=species:S:1:pos:R:3:mulliken_charge:R:1
C 1.69 -2.19 0.38 -0.951
H 1.98 -1.52 1.20 0.680
H 1.25 -3.13 0.75 0.410
H -0.27 -0.73 1.49 -0.075
C 2.66 -2.33 -0.77 -0.317
H 2.14 -2.51 -1.73 0.156
H 3.18 -1.37 -0.88 0.413
C 3.61 -3.46 -0.44 -1.366
H 4.32 -3.59 -1.25 0.402
H 4.15 -3.24 0.48 0.365
H 3.06 -4.40 -0.29 0.317
C -2.18 -1.23 -1.70 0.218
C -1.24 -2.14 -2.32 0.711
C -1.02 -3.23 -1.42 0.375
C -1.82 -3.00 -0.24 0.509
C -2.53 -1.77 -0.42 0.778
C -3.47 -1.15 0.56 -1.539
C -1.79 -3.85 1.00 -1.535
C -0.12 -4.40 -1.64 -1.184
C -0.67 -1.99 -3.69 -1.527
C -2.74 0.00 -2.33 -1.379
In 0.06 -1.14 -0.40 1.011
H -2.05 -3.30 1.92 0.354
H -2.55 -4.63 0.85 0.407
H -0.83 -4.36 1.18 0.308
H -3.28 -1.48 1.60 0.328
H -3.45 -0.05 0.56 0.340
H -4.49 -1.46 0.30 0.382
H -2.05 0.44 -3.07 0.332
H -3.67 -0.26 -2.85 0.373
H -2.98 0.78 -1.58 0.304
H 0.24 -2.59 -3.83 0.336
H -1.41 -2.35 -4.43 0.383
H -0.43 -0.95 -3.95 0.368
H 0.42 -4.73 -0.73 0.228
H -0.74 -5.25 -1.96 0.407
H 0.64 -4.22 -2.42 0.350
C 1.32 5.21 1.08 -1.201
N 1.11 4.02 0.27 0.046
N 0.60 2.85 0.71 0.535
C 0.69 1.99 -0.33 0.492
O 0.23 0.82 -0.27 -0.623
C 1.26 2.62 -1.42 -0.886
C 1.53 3.89 -1.00 0.455
C 2.19 4.95 -1.77 -1.540
C 0.09 2.62 2.05 0.124
C -0.80 3.53 2.64 -0.145
C -1.26 3.33 3.95 -0.704
C -0.86 2.20 4.68 -0.452
C 0.00 1.27 4.08 -0.851
C 0.46 1.48 2.77 -0.564
H 1.00 5.07 2.12 0.638
H 0.76 6.04 0.65 0.344
H 2.39 5.48 1.07 0.351
H 1.45 2.14 -2.37 0.500
H 1.53 5.82 -1.90 0.337
H 3.14 5.25 -1.30 0.361
H 2.42 4.54 -2.77 0.348
H -1.12 4.42 2.08 0.669
H -1.93 4.07 4.41 0.402
H -1.21 2.05 5.70 0.419
H 0.31 0.39 4.64 0.418
H 1.12 0.74 2.31 0.855
```

Computed properties:
2S+1: 1
E_tot: -35638.24507 eV
HOMO-LUMO gap (alpha / beta): 6.0309 / 5.6960 eV
net charge: +2
E_HOMO (alpha / beta): -14.38 / -14.34 eV


[6]
C24H35N4O4PdS3Si | ωB97M-V with the def2-TZVPD basis set

Geometry as XYZ:
```
72
Properties=species:S:1:pos:R:3:mulliken_charge:R:1
Pd 0.17 -0.89 -0.55 0.968
O -0.74 -0.82 4.09 -0.621
C 0.51 -0.61 4.52 0.084
C 0.68 -0.44 5.89 -0.757
C 1.94 -0.24 6.41 -0.294
C 3.07 -0.19 5.58 -0.849
C 2.91 -0.33 4.23 -0.264
C 1.63 -0.54 3.67 0.108
C 1.46 -0.67 2.23 0.748
O 0.36 -0.91 1.71 -0.261
N 2.63 -0.49 1.47 -0.583
N 2.37 -0.41 0.19 0.682
C 3.48 -0.32 -0.55 -0.191
S 3.35 0.05 -2.21 0.049
C 5.12 0.40 -2.40 -0.646
C 5.87 -0.54 -1.49 -0.612
S 5.05 -0.53 0.13 0.021
H -0.71 -0.99 3.13 0.251
H -0.19 -0.49 6.53 0.477
H 2.06 -0.13 7.48 0.395
H 4.05 -0.03 6.00 0.434
H 3.76 -0.28 3.57 0.481
H 5.29 1.44 -2.13 0.328
H 5.38 0.26 -3.45 0.411
H 6.91 -0.24 -1.35 0.402
H 5.85 -1.57 -1.87 0.333
C 0.75 -0.42 -4.54 -1.581
C -0.57 -0.11 -3.91 0.565
C -1.60 0.44 -4.65 -0.715
C -2.82 0.69 -4.02 -0.423
C -3.00 0.37 -2.69 -0.770
C -1.93 -0.22 -2.00 0.625
N -0.73 -0.39 -2.61 0.204
N -1.92 -0.64 -0.71 0.348
Si -3.20 -1.60 0.01 -0.223
C -4.69 -0.56 0.41 -1.205
C -3.67 -2.95 -1.20 -1.069
C -2.56 -2.36 1.59 -0.900
H 0.60 -0.93 -5.50 0.473
H 1.34 -1.07 -3.90 0.209
H 1.32 0.49 -4.75 0.261
H -1.46 0.65 -5.70 0.453
H -3.63 1.13 -4.58 0.475
H -3.93 0.54 -2.18 0.305
H -5.18 -0.19 -0.49 0.352
H -4.42 0.29 1.04 0.308
H -5.43 -1.16 0.95 0.384
H -4.25 -2.54 -2.03 0.334
H -4.28 -3.72 -0.72 0.433
H -2.77 -3.42 -1.61 0.283
H -2.67 -1.68 2.44 0.262
H -1.50 -2.61 1.50 0.080
H -3.11 -3.27 1.82 0.501
O 0.20 1.42 -0.38 -0.514
S -0.99 2.21 0.17 0.740
C -1.43 3.36 -1.16 -0.693
C -1.25 4.78 -0.63 -0.692
C -0.03 4.72 0.29 -0.583
C -0.27 3.52 1.19 -0.712
H -2.43 3.13 -1.52 0.412
H -0.70 3.12 -1.95 0.259
H -2.13 5.09 -0.06 0.305
H -1.12 5.49 -1.45 0.359
H 0.10 5.64 0.87 0.399
H 0.88 4.57 -0.30 0.258
H -1.01 3.74 1.97 0.408
H 0.62 3.09 1.65 0.314
C 0.53 -3.88 -0.27 -0.456
O 0.79 -2.77 -1.06 -0.535
H 1.06 -4.76 -0.62 0.308
H -0.55 -4.07 -0.29 0.135
H 0.78 -3.67 0.78 0.220
```

Computed properties:
2S+1: 5
energy relative to the best compared isomer or geometry (same formula, charge and spin): 14.4 kcal per mole
E_tot: -83461.92894 eV
HOMO-LUMO gap (alpha / beta): 7.3217 / 4.9254 eV
net charge: +1
E_HOMO (alpha / beta): -10.15 / -9.94 eV


[7]
C24H35N4O4PdS3Si | ωB97M-V with the def2-TZVPD basis set

Geometry as XYZ:
```
72
Properties=species:S:1:pos:R:3:mulliken_charge:R:1
Pd -0.41 -0.63 -0.64 0.814
O 3.75 -2.03 1.17 -0.692
C 3.93 -1.01 2.02 0.265
C 5.08 -1.06 2.82 -0.906
C 5.32 -0.04 3.72 -0.309
C 4.44 1.04 3.86 -0.878
C 3.31 1.09 3.08 -0.273
C 3.03 0.07 2.14 0.134
C 1.85 0.12 1.31 0.577
O 1.58 -0.75 0.46 -0.239
N 1.02 1.23 1.52 -0.299
N 0.02 1.29 0.67 0.523
C -0.83 2.27 0.98 -0.195
S -2.13 2.63 -0.08 0.136
C -2.99 3.70 1.10 -0.724
C -1.94 4.41 1.94 -0.594
S -0.68 3.19 2.42 0.011
H 2.90 -1.87 0.70 0.181
H 5.75 -1.90 2.72 0.491
H 6.21 -0.09 4.34 0.403
H 4.64 1.82 4.57 0.445
H 2.62 1.91 3.17 0.516
H -3.63 3.07 1.71 0.294
H -3.60 4.41 0.54 0.436
H -2.36 4.82 2.85 0.413
H -1.45 5.20 1.38 0.331
C -2.68 0.64 -3.39 -1.346
C -3.32 0.16 -2.12 0.483
C -4.69 0.16 -1.92 -0.853
C -5.17 -0.27 -0.67 -0.517
C -4.32 -0.70 0.31 -0.750
C -2.93 -0.70 0.05 0.671
N -2.49 -0.26 -1.16 0.454
N -1.91 -1.05 0.87 0.218
Si -1.94 -2.40 1.97 -0.279
C -2.75 -1.92 3.58 -1.082
C -2.83 -3.85 1.21 -1.012
C -0.16 -2.87 2.31 -0.800
H -3.28 0.37 -4.26 0.498
H -1.68 0.23 -3.50 0.114
H -2.60 1.73 -3.38 0.217
H -5.36 0.49 -2.70 0.512
H -6.24 -0.27 -0.49 0.452
H -4.68 -1.03 1.28 0.407
H -3.80 -1.66 3.44 0.318
H -2.24 -1.06 4.03 0.294
H -2.71 -2.74 4.30 0.356
H -3.91 -3.68 1.15 0.325
H -2.69 -4.76 1.80 0.416
H -2.48 -4.05 0.20 0.290
H 0.35 -2.12 2.92 0.154
H 0.42 -2.99 1.39 0.037
H -0.12 -3.81 2.85 0.569
O 0.96 0.03 -2.40 -0.511
S 1.36 1.48 -2.58 0.457
C 1.57 1.68 -4.38 -0.691
C 3.03 2.02 -4.64 -0.667
C 3.83 1.25 -3.60 -0.623
C 3.14 1.54 -2.28 -0.428
H 0.85 2.40 -4.75 0.448
H 1.31 0.69 -4.76 0.257
H 3.19 3.10 -4.52 0.299
H 3.30 1.77 -5.67 0.354
H 4.88 1.55 -3.58 0.418
H 3.80 0.18 -3.82 0.249
H 3.37 2.54 -1.91 0.474
H 3.33 0.82 -1.48 -0.006
C 0.62 -3.16 -2.01 -0.492
O -0.54 -2.49 -1.67 -0.272
H 0.41 -4.21 -2.25 0.346
H 1.41 -3.02 -1.28 0.119
H 0.93 -2.65 -2.94 0.261
```

Computed properties:
2S+1: 5
energy relative to the best compared isomer or geometry (same formula, charge and spin): 6.5 kcal per mole
E_tot: -83462.27402 eV
HOMO-LUMO gap (alpha / beta): 7.2625 / 4.9229 eV
net charge: +1
E_HOMO (alpha / beta): -10.01 / -9.91 eV